DFT (ωB97M-V/def2-TZVPD) results for C11H7N2O6Pb as an isolated structure.

Values from the calculation:
HOMO level (alpha / beta): -20.25 / -20.26 eV
E: -31995.429 eV
strongest force on any atom: 0.123 hartree/bohr
M: 470.385 g mol⁻¹
total charge: +3

The geometry in XYZ format:
```
27
Properties=species:S:1:pos:R:3:forces:R:3:mulliken_charge:R:1
O 4.67114 0.98141 -2.70657 -1.931 0.477 1.403 -0.108
O -1.66476 2.85675 -3.14137 1.067 -0.034 3.400 -0.016
Pb -0.36253 2.72959 0.32300 -0.585 -4.600 -0.269 1.073
O -3.44272 3.19705 2.22571 3.295 -0.557 -2.109 -0.009
N 1.28445 -4.59208 -0.30869 1.152 2.922 -0.053 -0.222
N -0.61913 -0.16746 0.12917 0.184 0.399 0.096 -0.149
C -1.87342 -0.63735 0.25939 0.819 -1.164 -0.178 -0.059
C 1.47560 -3.23455 -0.29566 -4.035 -4.639 0.470 0.626
C -2.48873 3.03535 1.61581 -4.579 0.756 2.900 0.242
H 0.39626 -5.06338 -0.26745 -0.268 0.324 0.007 0.181
C -1.06217 -2.92234 0.05525 0.419 0.167 -0.113 -0.147
H 2.08079 -5.16660 -0.47225 0.708 -0.619 -0.119 0.279
C -2.11712 -2.02367 0.21839 -0.002 0.604 0.087 -1.014
H 0.78267 4.06404 -0.26434 1.425 2.353 -0.556 0.213
H -1.26457 -3.99772 0.03250 -0.091 0.482 0.039 0.366
O -0.15657 6.17414 0.73021 0.843 -4.268 -1.293 -0.017
C 3.76479 1.19620 -2.05142 1.869 -0.474 -1.362 0.106
H -3.14266 -2.35425 0.32594 0.113 -0.251 -0.025 0.436
H -2.68699 0.09138 0.39557 0.395 -0.506 -0.093 0.340
C 1.18936 2.39169 2.32037 3.987 -0.598 4.825 0.187
C -1.33213 2.86663 -2.04944 -1.735 0.293 -4.692 0.161
C -0.05189 5.04344 0.46707 -0.461 6.175 1.282 0.148
C 0.24500 -2.40535 -0.08942 -0.278 1.734 0.109 0.666
O 1.95244 2.22871 3.16881 -3.140 0.595 -3.536 -0.034
H 1.41903 -0.55237 -0.15017 -0.530 -0.220 0.043 0.324
O 2.58494 -2.73644 -0.42997 1.868 1.036 -0.244 -0.136
C 0.41892 -1.00281 -0.04043 -0.508 -0.389 -0.020 -0.438
```
Positions in Å, forces in eV/Å.